C9H26F3N10O7Ti | ωB97M-V/def2-TZVPD

```
56
Properties=species:S:1:pos:R:3:mulliken_spin:R:1
Ti -0.837 0.038 -0.163 2.284
C 1.936 1.112 0.278 -0.183
O 1.952 2.416 -0.412 -0.054
O 1.513 0.090 -0.589 0.036
C 3.257 0.916 1.144 0.056
F 3.671 2.077 1.854 -0.001
F 3.130 -0.030 2.080 -0.006
F 4.221 0.440 0.356 0.002
C 3.150 2.825 -1.142 0.006
C 3.266 4.308 -1.476 -0.006
H 2.344 4.649 -1.947 0.003
H 3.326 4.937 -0.588 0.000
H 4.065 4.695 -2.108 0.000
H 3.229 2.293 -2.090 0.003
H 4.020 2.643 -0.512 -0.001
H 1.108 1.139 0.987 0.187
C 2.143 -3.033 -1.943 0.057
O 2.287 -4.057 -2.592 -0.008
N 0.966 -2.889 -1.433 -0.026
N 3.017 -2.188 -1.549 -0.004
H 0.267 -3.473 -1.868 0.005
H 0.814 -2.037 -0.912 0.023
H 3.935 -2.157 -1.969 0.000
H 2.925 -1.383 -0.947 -0.002
C -2.425 1.597 -2.569 0.025
O -2.128 1.323 -1.475 0.155
N -2.711 2.789 -2.991 0.039
N -2.732 0.670 -3.435 0.072
H -3.064 3.046 -3.901 -0.023
H -2.443 3.519 -2.347 0.005
H -2.959 0.923 -4.387 -0.021
H -2.654 -0.323 -3.268 0.009
C -0.035 -2.301 2.408 0.384
O -0.525 -1.454 1.694 0.083
N 1.130 -2.166 2.984 -0.041
N -0.654 -3.364 2.823 -0.023
H 1.520 -2.914 3.540 0.002
H 1.652 -1.344 2.716 -0.012
H -0.105 -4.133 3.180 0.001
H -1.630 -3.502 2.604 -0.014
C -1.880 1.507 2.503 0.548
O -2.298 0.632 1.691 -0.332
N -2.374 2.686 2.707 -0.021
N -0.839 1.298 3.246 -0.065
H -1.761 3.289 3.237 -0.025
H -3.050 3.002 2.026 0.002
H -0.345 2.041 3.719 -0.068
H -0.286 0.453 3.229 -0.032
C -2.893 -2.348 -0.496 0.157
O -1.829 -1.983 -0.935 -0.152
N -3.552 -3.379 -1.041 0.014
N -3.602 -1.969 0.595 -0.012
H -3.105 -3.747 -1.868 -0.005
H -4.474 -3.521 -0.653 -0.012
H -4.560 -2.249 0.746 -0.015
H -3.094 -1.407 1.263 0.008
```

Output
DFT total energy ... -70256.642 eV
LUMO level (alpha / beta) ... 0.242 / 0.108 eV
2S+1 ... 4


C9H27F6MgO6PZr | ωB97M-V/def2-TZVPD

```
51
Properties=species:S:1:pos:R:3:mulliken_spin:R:1
Mg 21.974 -3.198 29.143 -0.003
Zr 21.447 -4.058 26.076 -0.001
O 21.913 -4.812 28.052 0.001
H 22.130 -5.675 28.456 0.000
O 21.743 -2.413 27.471 0.007
H 21.879 -1.464 27.282 -0.001
O 19.497 -4.114 26.748 0.000
H 18.562 -4.172 27.026 0.000
P 21.487 0.369 30.222 0.001
F 21.633 -1.249 29.926 0.004
F 22.745 0.588 29.236 0.001
F 20.458 0.525 28.975 0.003
F 21.354 1.948 30.512 0.002
F 20.232 0.130 31.214 0.001
F 22.550 0.203 31.393 0.001
C 17.819 -2.065 29.453 0.212
C 18.798 -2.913 30.233 0.111
C 18.097 -4.236 30.510 0.267
O 19.895 -3.305 29.408 0.351
H 17.544 -2.541 28.512 0.004
H 18.290 -1.100 29.266 0.034
H 16.840 -1.928 29.912 -0.003
H 19.098 -2.385 31.139 -0.020
H 18.740 -4.939 31.039 0.016
H 17.905 -4.785 29.589 0.005
H 17.187 -4.040 31.076 0.014
H 19.443 -3.655 28.637 -0.008
C 25.365 -2.209 27.520 0.000
C 24.903 -3.204 28.579 0.000
C 25.952 -3.577 29.565 0.000
O 23.857 -2.547 29.351 0.000
H 24.496 -1.736 27.064 0.000
H 25.893 -2.692 26.697 0.000
H 25.944 -1.407 27.980 0.000
H 24.489 -4.088 28.094 0.000
H 26.442 -2.746 30.073 0.000
H 26.712 -4.121 29.003 0.000
H 25.539 -4.120 30.416 0.000
H 24.259 -1.755 29.714 0.000
C 22.752 -1.411 23.019 0.000
C 22.465 -1.108 24.496 0.000
C 21.889 0.279 24.647 0.000
O 21.489 -2.046 24.902 0.000
H 23.625 -0.838 22.705 0.000
H 21.900 -1.157 22.388 0.000
H 22.992 -2.468 22.907 0.000
H 23.389 -1.254 25.057 0.000
H 21.135 0.481 23.886 0.000
H 22.632 1.076 24.592 0.000
H 21.405 0.330 25.622 0.000
H 20.749 -1.807 24.339 0.000
```

Output
DFT total energy ... -54352.026 eV
LUMO level (alpha / beta) ... -13.294 / -15.902 eV
2S+1 ... 2
Charge ... +3


C9H27O4PSi3 | ωB97M-V/def2-TZVPD

```
44
Properties=species:S:1:pos:R:3:nbo_charge:R:1
O 0.067 -1.843 -0.366 -1.103
O -0.698 0.564 -1.066 -1.159
O 1.579 0.183 -0.101 -1.139
O -0.589 0.091 1.328 -1.156
C -2.081 0.062 -3.380 -1.133
C 0.248 2.199 -3.400 -1.134
C 0.772 -0.791 -3.023 -1.148
C 2.262 -2.252 1.288 -1.159
C 4.310 -0.249 0.144 -1.119
C 2.595 0.756 2.583 -1.137
C -3.286 -1.197 0.999 -1.131
C -2.290 0.041 3.559 -1.143
C -2.756 1.938 1.258 -1.129
Si -0.437 0.562 -2.682 1.889
Si 2.650 -0.401 1.064 1.844
Si -2.182 0.213 1.718 1.887
P 0.082 -0.337 -0.036 2.582
H -1.984 -1.000 -3.239 0.238
H -2.893 0.407 -2.811 0.239
H -2.116 0.264 -4.454 0.239
H 1.239 2.263 -2.870 0.234
H 0.479 2.108 -4.495 0.250
H -0.186 3.139 -3.042 0.246
H 1.242 -1.006 -2.113 0.257
H 0.276 -1.628 -3.517 0.249
H 1.591 -0.373 -3.591 0.234
H 3.020 -2.944 1.796 0.244
H 1.938 -2.776 0.406 0.282
H 1.360 -2.364 1.935 0.246
H 5.162 -0.779 0.562 0.242
H 3.999 -0.700 -0.821 0.237
H 4.669 0.735 -0.026 0.235
H 1.535 0.960 2.863 0.246
H 3.016 0.331 3.509 0.249
H 3.134 1.717 2.316 0.247
H -2.685 -1.668 0.274 0.249
H -3.520 -1.943 1.723 0.240
H -4.308 -1.024 0.605 0.246
H -1.734 0.938 3.901 0.229
H -3.273 0.037 3.976 0.248
H -1.600 -0.800 3.798 0.242
H -1.871 2.521 1.284 0.238
H -3.212 1.788 0.222 0.242
H -3.525 2.258 1.922 0.240
```

Output
DFT total energy ... -50891.393 eV
LUMO level ... 0.634 eV
2S+1 ... 1


C9H28ClN2O4PS3 | ωB97M-V/def2-TZVPD

```
48
Properties=species:S:1:pos:R:3:nbo_charge:R:1
N 5.946 -3.128 -1.341 -1.305
P 5.299 -3.097 -2.829 1.218
C 4.140 -1.558 -3.097 -0.381
O 3.602 -1.011 -1.844 -0.554
C 2.137 -1.105 -1.765 0.118
Cl 1.705 -0.603 0.007 -0.050
C 1.517 -2.605 -1.989 -0.283
N -0.023 -2.520 -2.058 -0.844
H 5.597 -2.315 -0.783 0.379
H 6.378 -3.046 -3.782 -0.045
H 4.587 -4.344 -3.019 -0.052
H 3.328 -1.747 -3.935 0.213
H 4.858 -0.715 -3.545 0.227
H 1.638 -0.299 -2.471 0.203
H 1.829 -3.112 -3.021 0.191
H 1.776 -3.361 -1.103 0.223
H -0.253 -2.451 -3.096 0.341
H -0.351 -1.583 -1.686 0.398
C -2.451 2.153 0.501 -0.829
S -1.310 0.820 0.941 1.263
O -1.035 0.032 -0.305 -1.011
C -2.499 -0.122 1.928 -0.824
H -1.930 2.853 -0.156 0.228
H -3.319 1.745 -0.021 0.245
H -2.769 2.675 1.406 0.229
H -3.364 -0.388 1.316 0.230
H -2.816 0.476 2.786 0.227
H -2.012 -1.033 2.283 0.246
C -5.979 5.847 0.022 -0.829
S -6.114 4.373 -1.017 1.241
O -5.743 3.190 -0.172 -0.982
C -4.694 4.757 -2.069 -0.829
H -6.756 5.804 0.789 0.242
H -4.998 5.878 0.502 0.230
H -6.126 6.740 -0.590 0.228
H -3.792 4.855 -1.458 0.229
H -4.883 5.686 -2.612 0.229
H -4.559 3.942 -2.784 0.243
C 1.592 -2.379 5.119 -0.829
S 2.374 -1.119 4.083 1.237
O 1.306 -0.525 3.212 -0.986
C 3.322 -2.278 3.068 -0.828
H 0.913 -1.883 5.817 0.237
H 1.025 -3.076 4.497 0.230
H 2.359 -2.917 5.682 0.227
H 2.648 -2.980 2.574 0.234
H 4.032 -2.818 3.699 0.226
H 3.871 -1.709 2.313 0.251
```

Output
DFT total energy ... -75268.077 eV
LUMO level ... 0.588 eV
2S+1 ... 1


C9H28ClN6O4Sr | ωB97M-V/def2-TZVPD

```
49
Properties=species:S:1:pos:R:3:nbo_charge:R:1
Sr 0.531 -0.080 0.097 1.777
N -1.844 0.594 1.366 -0.887
C -2.742 1.471 0.591 -0.230
C -2.785 1.048 -0.869 -0.236
N -1.482 1.149 -1.540 -0.498
C -1.137 2.563 -1.794 -0.236
C 0.361 2.800 -1.804 -0.239
N 0.910 2.588 -0.455 -0.903
C -1.519 0.447 -2.839 -0.236
C -1.483 -1.068 -2.752 -0.232
N -0.230 -1.515 -2.124 -0.900
H -2.317 -0.286 1.551 0.367
H -1.675 1.005 2.278 0.380
H -2.372 2.490 0.689 0.196
H -3.764 1.468 0.979 0.202
H -3.545 1.641 -1.396 0.199
H -3.113 0.007 -0.908 0.200
H -1.571 3.185 -1.011 0.198
H -1.580 2.900 -2.739 0.202
H 0.558 3.804 -2.189 0.203
H 0.860 2.093 -2.470 0.211
H 0.611 3.335 0.163 0.371
H 1.926 2.620 -0.483 0.400
H -0.641 0.765 -3.408 0.208
H -2.401 0.758 -3.415 0.197
H -1.607 -1.458 -3.766 0.203
H -2.318 -1.453 -2.164 0.189
H 0.563 -1.216 -2.689 0.391
H -0.189 -2.528 -2.114 0.382
N 1.513 0.119 2.635 -0.904
C 2.235 -1.077 3.122 -0.226
C 1.305 -2.261 3.373 -0.422
C 0.877 -3.044 2.134 -0.227
N -0.220 -2.388 1.375 -0.896
H 2.200 0.842 2.435 0.388
H 0.930 0.481 3.383 0.364
H 2.779 -0.853 4.043 0.192
H 2.973 -1.346 2.365 0.217
H 0.422 -1.930 3.934 0.194
H 1.834 -2.959 4.024 0.236
H 0.580 -4.050 2.439 0.191
H 1.728 -3.140 1.459 0.217
H -1.052 -2.369 1.956 0.362
H -0.454 -2.989 0.589 0.373
O 4.600 -0.773 -1.299 -0.753
Cl 3.313 -0.440 -0.823 2.521
O 3.360 0.569 0.226 -0.885
O 2.619 -1.602 -0.269 -0.914
O 2.454 0.082 -1.886 -0.907
```

Output
DFT total energy ... -40268.372 eV
LUMO level ... -2.674 eV
2S+1 ... 1
Charge ... +1


C9H28FFeO5S4 | ωB97M-V/def2-TZVPD

```
48
Properties=species:S:1:pos:R:3:mulliken_spin:R:1
Fe 1.103 -0.068 -0.689 3.839
F 2.512 1.155 -1.479 0.071
C 1.819 -1.706 -3.085 -0.004
O 1.726 -1.768 -1.684 0.013
H 2.747 -2.159 -3.435 0.001
H 1.012 -2.206 -3.622 0.001
H 1.717 -0.668 -3.401 0.002
H 2.017 -2.637 -1.399 0.005
C 0.237 3.769 1.180 0.000
S 0.246 2.008 1.782 0.008
O -0.011 1.204 0.564 -0.012
C -1.391 2.099 2.706 0.005
H -0.748 4.013 0.781 0.000
H 0.964 3.789 0.368 0.000
H 0.667 4.422 1.939 0.001
H -1.782 1.151 3.074 -0.001
H -2.153 2.486 2.029 0.000
H -1.369 2.784 3.554 0.000
C -1.020 0.293 -4.608 -0.001
S -1.590 0.859 -2.941 0.020
O -0.426 0.420 -2.011 0.000
C -1.325 2.651 -3.269 0.000
H -0.044 0.686 -4.895 0.000
H -1.716 0.577 -5.398 0.001
H -0.844 -0.783 -4.616 0.000
H -2.182 3.107 -3.766 0.001
H -0.388 2.856 -3.786 0.000
H -1.290 3.067 -2.262 0.000
C 2.650 -3.054 2.060 0.000
S 2.986 -1.255 2.035 0.016
O 2.330 -0.579 0.846 -0.001
C 2.018 -0.830 3.532 0.001
H 1.591 -3.192 1.844 0.000
H 2.703 -3.463 3.069 0.000
H 3.254 -3.664 1.388 0.000
H 2.413 -1.196 4.480 0.001
H 1.019 -1.266 3.515 0.000
H 1.879 0.244 3.650 0.000
C -2.869 -0.603 0.262 0.004
S -1.639 -1.921 0.516 0.016
O -0.322 -1.290 0.098 0.010
C -1.772 -2.042 2.334 0.004
H -3.847 -0.904 0.636 0.000
H -2.916 -0.199 -0.749 0.000
H -2.505 0.199 0.905 0.000
H -1.006 -2.775 2.588 0.000
H -2.719 -2.544 2.531 0.000
H -1.734 -1.070 2.827 -0.001
```

Output
DFT total energy ... -100462.437 eV
LUMO level (alpha / beta) ... -2.045 / -2.052 eV
2S+1 ... 5
Charge ... +1


C9H28GeN5PtS | ωB97M-V/def2-TZVPD

```
45
Properties=species:S:1:pos:R:3:mulliken_spin:R:1
Pt 0.050 0.011 0.490 1.232
N 2.290 0.020 0.084 0.109
C 3.174 0.969 0.776 -0.010
C 3.433 2.253 -0.013 0.010
C 2.366 3.349 0.067 -0.005
C 1.082 3.126 -0.735 -0.003
N 0.063 2.398 0.036 0.074
H 2.487 -0.928 0.407 -0.002
H 2.459 0.044 -0.922 -0.008
H 4.145 0.490 0.962 0.001
H 2.731 1.208 1.747 0.003
H 3.616 2.000 -1.059 -0.003
H 4.357 2.683 0.381 0.000
H 2.826 4.268 -0.300 0.000
H 2.108 3.517 1.114 0.001
H 1.289 2.576 -1.658 0.002
H 0.685 4.110 -1.018 0.005
H -0.838 2.499 -0.426 0.002
H -0.020 2.820 0.960 -0.013
N -2.433 -0.228 -0.492 0.060
N -2.768 -1.551 -0.164 0.002
C -1.870 -2.550 -0.297 0.013
N -2.319 -3.809 -0.177 0.013
S -0.259 -2.288 -0.656 0.107
H -3.001 0.413 0.057 -0.008
H -2.592 -0.047 -1.486 0.001
H -3.746 -1.792 -0.048 0.000
H -3.242 -4.022 0.165 0.000
H -1.632 -4.544 -0.191 0.002
C -1.296 -0.992 5.435 0.023
Ge -0.087 -0.065 4.139 -0.008
C -0.109 1.892 4.492 0.008
C 1.781 -0.659 4.469 0.010
C -0.829 -0.507 2.358 0.397
H -0.991 -0.772 6.453 0.001
H -1.260 -2.070 5.303 -0.001
H -2.328 -0.673 5.320 -0.001
H 0.000 2.060 5.559 0.000
H -1.030 2.367 4.168 -0.001
H 0.725 2.378 3.994 0.000
H 1.963 -0.638 5.540 0.000
H 2.488 0.018 3.998 -0.001
H 1.972 -1.665 4.110 -0.001
H -1.822 -0.047 2.304 -0.011
H -0.939 -1.593 2.307 0.002
```

Output
DFT total energy ... -87828.322 eV
LUMO level (alpha / beta) ... -2.596 / -3.266 eV
2S+1 ... 3
Charge ... +1


C9H29BHfN3OPS | ωB97M-V/def2-TZVPD

```
46
Properties=species:S:1:pos:R:3:mulliken_spin:R:1
Hf 0.612 1.047 0.529 0.107
H -2.048 3.113 -2.681 0.000
H 0.418 -0.491 1.573 0.126
P 2.589 1.377 -1.378 0.014
C 1.244 1.311 -2.609 0.003
H 1.725 1.312 -3.588 0.000
H 0.633 0.406 -2.508 -0.001
H 0.620 2.196 -2.523 0.000
C 3.774 2.469 -2.209 0.002
H 4.778 2.345 -1.803 0.000
H 3.790 2.239 -3.284 0.000
H 3.436 3.497 -2.063 0.000
C 3.480 -0.254 -1.388 0.006
H 2.765 -1.090 -1.269 -0.011
H 4.045 -0.360 -2.335 0.003
H 4.186 -0.249 -0.530 0.000
C 1.138 -0.999 0.667 0.155
O 1.521 -2.125 0.745 0.257
H 2.363 2.091 2.687 0.000
H 3.406 1.173 1.683 -0.001
H 2.977 3.723 0.369 0.000
H 1.077 2.957 0.305 0.001
B 2.367 2.692 0.489 0.011
N 2.640 1.850 1.710 -0.001
H -2.117 3.320 -3.367 0.000
H -0.252 -0.131 -0.488 0.068
C -4.501 -1.208 -0.819 -0.001
C -3.123 -1.275 -0.152 -0.001
N -3.097 -0.334 0.996 -0.006
C -1.949 -0.162 1.720 -0.022
S -1.317 1.428 2.010 0.122
N -1.359 -1.226 2.287 0.139
C -2.085 -2.464 2.648 -0.008
C -1.324 -3.713 2.225 0.017
H -5.275 -1.416 -0.059 0.001
H -4.517 -1.992 -1.589 0.000
H -4.668 -0.223 -1.282 0.000
H -2.929 -2.279 0.242 0.001
H -2.300 -1.047 -0.852 0.000
H -3.501 0.579 0.748 0.006
H -0.509 -1.078 2.827 0.005
H -2.215 -2.478 3.736 0.006
H -3.080 -2.430 2.208 0.001
H -0.391 -3.814 2.791 0.000
H -1.949 -4.599 2.424 0.000
H -1.080 -3.688 1.159 -0.001
```

Output
DFT total energy ... -38395.885 eV
LUMO level (alpha / beta) ... -12.374 / -14.495 eV
2S+1 ... 2
Charge ... +3


C9H2Cl2N3O4 | ωB97M-V/def2-TZVPD

```
20
Properties=species:S:1:pos:R:3:nbo_charge:R:1
N 2.882 1.220 1.912 -0.407
C 1.971 0.678 1.383 0.311
C 0.887 -0.073 0.850 -0.467
C 0.047 -0.645 1.893 0.465
O 0.265 -0.404 3.078 -0.594
C -1.027 -1.590 1.423 -0.026
Cl -1.927 -2.342 2.669 0.076
C -1.216 -1.818 0.081 -0.202
Cl -2.237 -3.062 -0.437 0.056
C -0.365 -1.210 -0.965 0.567
O -0.274 -1.634 -2.092 -0.494
C 0.518 0.009 -0.539 -0.178
C 1.788 -0.033 -1.427 0.307
N 2.824 -0.111 -2.070 -0.340
C 0.021 1.469 -1.167 -0.292
N -1.271 1.937 -0.663 0.491
O -2.285 1.486 -1.241 -0.408
O -1.267 2.453 0.469 -0.360
H 0.763 2.267 -0.869 0.252
H -0.094 1.404 -2.289 0.244
```

Output
DFT total energy ... -47067.589 eV
LUMO level ... 1.647 eV
2S+1 ... 1
Charge ... -1


C9H30Cl6O6 | ωB97M-V/def2-TZVPD

```
51
Properties=species:S:1:pos:R:3:nbo_charge:R:1
Cl -17.823 5.342 0.687 -0.018
C -16.846 3.872 0.772 -0.408
Cl -16.243 3.606 2.407 -0.037
H -17.408 2.963 0.514 0.239
H -16.006 3.860 0.100 0.223
Cl -16.923 0.263 1.054 -0.066
C -17.976 -0.695 -0.040 -0.401
Cl -19.301 0.231 -0.726 -0.025
H -17.300 -1.082 -0.790 0.216
H -18.336 -1.545 0.547 0.266
Cl -19.421 0.551 4.735 -0.046
C -19.566 2.176 3.979 -0.380
Cl -20.483 2.303 2.458 -0.027
H -20.176 2.758 4.655 0.218
H -18.570 2.588 3.843 0.233
C -18.316 -3.918 2.561 -0.247
O -17.615 -3.166 1.589 -0.754
H -18.862 -3.251 3.247 0.164
H -18.970 -4.597 2.059 0.177
H -17.591 -4.484 3.159 0.173
H -16.757 -2.936 1.957 0.495
C -15.645 -1.385 3.761 -0.253
O -15.252 -2.739 3.534 -0.750
H -15.771 -1.164 4.810 0.163
H -14.960 -0.644 3.430 0.174
H -16.587 -1.307 3.199 0.194
H -14.471 -2.945 4.083 0.474
C -19.318 2.428 -4.357 -0.239
O -19.180 1.128 -4.826 -0.736
H -20.173 2.543 -3.614 0.166
H -18.406 2.785 -3.844 0.172
H -19.472 3.077 -5.243 0.163
H -19.446 0.994 -5.729 0.474
C -12.110 -0.266 0.235 -0.248
O -13.490 0.078 0.224 -0.748
H -11.724 -0.251 1.254 0.159
H -11.902 -1.225 -0.267 0.165
H -11.610 0.526 -0.327 0.172
H -14.011 -0.724 0.218 0.492
C -14.470 -3.879 0.755 -0.252
O -14.962 -2.686 0.143 -0.814
H -14.045 -3.454 1.699 0.203
H -15.290 -4.578 0.965 0.161
H -13.898 -4.414 0.051 0.168
H -15.066 -2.585 -0.820 0.509
C -15.928 -1.530 -3.291 -0.258
O -15.715 -2.611 -2.372 -0.748
H -15.248 -0.786 -2.934 0.193
H -15.597 -1.754 -4.307 0.176
H -16.956 -1.181 -3.228 0.186
H -16.347 -3.309 -2.566 0.482
```

Output
DFT total energy ... -97236.042 eV
LUMO level ... 0.517 eV
2S+1 ... 1